{"formula": "C16H24N2O4", "method": "ωB97M-V/def2-TZVPD", "smiles": "CCOCCCNC(=O)N[C@@H](Cc1ccccc1)C(=O)OC", "homo_ev": -8.94, "de_lowest_ev": 1.050, "homo_lumo_gap_ev": 9.63, "fmax_ev_per_a": 0.532, "e_lumo_ev": 0.69, "elements": ["C", "C", "O", "C", "C", "C", "N", "C", "O", "N", "C", "C", "C", "C", "C", "C", "C", "C", "C", "O", "O", "C", "H", "H", "H", "H", "H", "H", "H", "H", "H", "H", "H", "H", "H", "H", "H", "H", "H", "H", "H", "H", "H", "H", "H", "H"], "coordinates": [[2.650, 1.970, -1.987], [4.099, 1.626, -1.640], [4.234, 0.663, -0.620], [3.818, 1.083, 0.658], [3.814, -0.138, 1.573], [2.697, -1.113, 1.190], [1.382, -0.579, 1.457], [0.545, -0.185, 0.456], [0.741, -0.418, -0.719], [-0.553, 0.510, 0.894], [-1.664, 0.767, 0.019], [-2.755, -0.333, 0.123], [-2.128, -1.671, -0.143], [-1.634, -2.437, 0.903], [-0.980, -3.630, 0.654], [-0.814, -4.070, -0.647], [-1.310, -3.315, -1.696], [-1.960, -2.122, -1.446], [-2.294, 2.098, 0.388], [-2.166, 2.635, 1.458], [-3.051, 2.571, -0.601], [-3.739, 3.789, -0.341], [2.224, 2.672, -1.274], [2.610, 2.420, -2.975], [2.051, 1.061, -1.982], [4.586, 1.166, -2.503], [4.653, 2.541, -1.370], [4.508, 1.853, 1.045], [2.809, 1.516, 0.621], [3.691, 0.185, 2.610], [4.772, -0.646, 1.475], [2.741, -1.314, 0.118], [2.819, -2.052, 1.740], [1.210, -0.247, 2.393], [-0.724, 0.646, 1.878], [-1.277, 0.792, -1.004], [-3.186, -0.306, 1.127], [-3.536, -0.113, -0.605], [-1.760, -2.097, 1.922], [-0.595, -4.214, 1.478], [-0.296, -4.997, -0.843], [-1.179, -3.653, -2.713], [-2.334, -1.528, -2.267], [-4.422, 3.665, 0.502], [-4.289, 4.026, -1.248], [-3.028, 4.582, -0.104]], "forces_ev_per_a": [[0.299, -0.164, 0.203], [-0.061, 0.175, -0.274], [-0.036, -0.250, 0.190], [0.100, 0.006, 0.245], [-0.242, 0.152, -0.449], [0.271, -0.101, 0.014], [0.127, 0.039, 0.292], [-0.174, 0.119, 0.366], [0.113, -0.114, -0.448], [-0.252, 0.261, 0.124], [-0.115, -0.013, -0.027], [0.286, 0.100, -0.171], [-0.198, -0.041, 0.053], [-0.095, 0.003, -0.028], [0.078, -0.069, 0.067], [0.065, -0.084, -0.003], [0.003, -0.002, -0.110], [-0.045, -0.049, 0.072], [0.278, -0.109, 0.024], [-0.063, 0.044, 0.056], [0.030, -0.252, -0.308], [-0.105, 0.291, 0.240], [-0.104, 0.056, 0.028], [-0.011, 0.107, -0.111], [-0.060, -0.019, -0.044], [-0.005, 0.148, 0.042], [0.010, -0.119, -0.061], [-0.122, -0.065, -0.055], [0.058, 0.026, 0.010], [0.057, -0.007, 0.060], [0.089, 0.001, 0.093], [0.016, -0.093, 0.130], [0.019, 0.031, -0.135], [-0.086, 0.000, -0.093], [0.091, 0.007, -0.037], [-0.105, 0.057, 0.144], [-0.042, 0.023, -0.015], [-0.068, -0.013, 0.052], [-0.025, 0.042, 0.083], [0.024, -0.053, 0.059], [0.031, -0.078, -0.019], [0.011, -0.029, -0.086], [-0.040, 0.079, -0.108], [0.039, 0.032, -0.077], [0.034, -0.028, 0.039], [-0.075, -0.049, -0.029]]}

{"formula": "C23H12Cl3INORhS", "method": "ωB97M-V/def2-TZVPD", "homo_ev": [-7.79, -7.84], "de_lowest_ev": 0.158, "homo_lumo_gap_ev": [7.38, 5.52], "fmax_ev_per_a": 0.543, "s2": 6.026, "e_lumo_ev": [-0.42, -2.33], "multiplicity": 5, "elements": ["Rh", "Cl", "C", "C", "C", "C", "C", "Cl", "C", "S", "H", "H", "H", "Cl", "C", "C", "C", "I", "C", "O", "C", "N", "C", "C", "C", "C", "H", "H", "H", "H", "C", "C", "C", "C", "C", "C", "C", "C", "H", "H", "H", "H", "H"], "coordinates": [[-0.387, -0.181, 0.304], [0.612, -1.401, -1.744], [0.104, -3.054, -1.483], [0.168, -3.903, -2.572], [-0.209, -5.223, -2.410], [-0.634, -5.667, -1.168], [-0.684, -4.796, -0.096], [-1.225, -5.412, 1.426], [-0.321, -3.444, -0.212], [-0.407, -2.381, 1.176], [0.507, -3.530, -3.529], [-0.174, -5.905, -3.248], [-0.933, -6.696, -1.023], [2.288, 5.977, 2.356], [1.679, 4.347, 2.307], [1.365, 3.707, 3.469], [0.841, 2.402, 3.462], [0.341, 1.478, 5.255], [0.618, 1.706, 2.287], [0.084, 0.514, 2.235], [1.004, 2.376, 1.079], [0.844, 1.668, -0.070], [1.107, 2.225, -1.227], [1.571, 3.544, -1.335], [1.778, 4.268, -0.194], [1.504, 3.695, 1.066], [1.508, 4.220, 4.410], [0.951, 1.617, -2.112], [1.761, 3.966, -2.312], [2.142, 5.285, -0.243], [-2.142, 0.396, -0.479], [-2.401, 1.015, -1.507], [-2.719, 1.749, -2.698], [-2.278, 1.278, -3.939], [-2.550, 1.995, -5.093], [-3.267, 3.183, -5.023], [-3.711, 3.652, -3.793], [-3.436, 2.944, -2.635], [-1.730, 0.345, -3.982], [-2.207, 1.624, -6.051], [-3.482, 3.741, -5.926], [-4.272, 4.577, -3.738], [-3.775, 3.306, -1.673]], "forces_ev_per_a": [[-0.118, -0.093, 0.522], [0.189, -0.024, -0.253], [-0.019, -0.050, 0.053], [0.029, 0.058, -0.032], [-0.010, -0.048, -0.003], [-0.009, -0.047, -0.021], [0.007, 0.009, -0.031], [-0.004, 0.013, 0.027], [0.001, 0.029, 0.041], [0.049, 0.207, -0.128], [-0.005, 0.000, 0.025], [0.004, 0.009, 0.008], [0.002, 0.024, 0.013], [-0.022, -0.087, -0.017], [0.015, 0.091, 0.032], [-0.012, -0.009, 0.100], [-0.050, -0.067, 0.142], [0.015, 0.048, -0.013], [-0.032, -0.102, -0.046], [0.045, 0.143, -0.138], [0.043, -0.006, -0.066], [-0.112, -0.118, 0.048], [0.088, 0.002, -0.076], [0.007, -0.019, -0.049], [-0.001, 0.027, 0.043], [0.030, -0.016, -0.168], [-0.011, -0.031, 0.008], [-0.032, 0.028, 0.016], [0.006, -0.009, 0.021], [0.008, -0.012, 0.012], [0.099, 0.052, -0.092], [-0.275, 0.114, -0.085], [0.113, -0.135, 0.043], [-0.028, -0.001, -0.019], [-0.016, 0.026, 0.043], [0.023, -0.047, 0.002], [0.007, -0.005, 0.004], [-0.032, 0.054, 0.030], [-0.010, 0.028, -0.013], [0.001, -0.003, 0.008], [0.002, -0.009, 0.018], [0.011, -0.018, 0.008], [0.004, -0.003, -0.015]]}